(1)
The following is a DFT calculation (wB97M-V/def2-TZVPD) of the molecule C4H4N2 in a non-equilibrium geometry.

Computed properties:
HOMO energy = -10.5 eV
Multiplicity = 1
Charge = 0
Energy = -7190.38598 eV
SMILES string = C#C[C@H](N)C#N

Each line ends with the Mulliken charge.
Element x y z (Å)
C  2.178  -0.322  0.163  0.139
C  1.012  -0.035  0.239  -0.687
C  -0.435  0.249  0.344  0.286
N  -1.314  -0.841  -0.067  -0.614
C  -0.772  1.456  -0.443  0.096
N  -1.037  2.390  -1.071  -0.387
H  3.215  -0.568  0.090  0.414
H  -0.666  0.483  1.392  0.216
H  -1.123  -1.082  -1.037  0.287
H  -1.104  -1.663  0.493  0.249

Forces on the atoms, in the same order (eV/Å):
-0.5191 0.1322 0.0196
0.5665 -0.1478 -0.0122
0.0105 0.1001 0.0795
0.1113 -0.1860 -0.0637
-0.2184 0.8477 -0.5592
0.2647 -0.9177 0.6307
-0.1715 0.0439 0.0143
0.0562 -0.0095 -0.1546
-0.0521 0.0111 0.1377
-0.0482 0.1258 -0.0921

(2)
The following is a DFT calculation (wB97M-V/def2-TZVPD) of a cluster of 2 separate species, C3H11N3 in total in a non-equilibrium geometry.

Computed properties:
HOMO energy = -8.8 eV
Multiplicity = 1
Charge = 0
Energy = -7757.71829 eV
SMILES string = [H]/N=C/N.CCN

Each line ends with the Mulliken charge.
Element x y z (Å)
H  -1.724  3.035  0.648  0.262
N  -1.618  2.253  -0.096  -0.642
C  -2.082  1.301  0.673  0.079
N  -2.558  0.106  0.418  -0.389
H  -1.661  1.256  1.770  0.220
H  -2.985  -0.473  1.132  0.233
H  -2.903  -0.219  -0.532  0.242
C  2.703  -0.386  0.463  -0.801
C  1.787  -0.685  -0.687  -0.245
N  1.362  -2.164  -0.791  -0.535
H  2.154  -0.510  1.454  0.226
H  2.819  0.686  0.409  0.277
H  3.714  -0.882  0.201  0.279
H  2.199  -0.324  -1.681  0.217
H  0.857  -0.163  -0.549  0.217
H  2.219  -2.690  -0.992  0.186
H  0.559  -2.459  -1.278  0.173

Forces on the atoms, in the same order (eV/Å):
1.3940 -0.9603 -1.8298
-2.5618 0.3736 2.2500
3.5085 1.5142 2.1576
-2.0953 -3.3026 -2.9639
-1.6313 0.6516 -1.2112
0.6016 0.5266 0.1154
0.8190 1.1754 1.4764
0.2963 -0.3758 -0.2008
-1.6934 -1.7458 -1.8837
3.1637 1.6128 1.7124
1.3073 -0.7213 -1.1302
0.5718 0.4623 -0.0282
-1.4877 0.6124 1.4475
-0.1726 -0.3467 1.1203
-0.4175 0.4595 0.0300
-0.9770 -0.1316 -0.1523
-0.6258 0.1957 -0.9097

(3)
The following is a DFT calculation (wB97M-V/def2-TZVPD) of a cluster of 3 separate species, C15H30NO7 in total in a non-equilibrium geometry.

Computed properties:
HOMO energy = -0.8 eV
Multiplicity = 1
Charge = -1
Energy = -31862.40048 eV

Each line ends with the Mulliken charge.
Element x y z (Å)
C  1.521  -1.520  -1.453  -0.942
C  2.114  -0.949  -0.156  0.017
C  3.379  -0.066  -0.356  -0.975
N  3.189  1.364  0.018  0.450
C  3.888  1.740  1.246  -0.852
C  3.132  2.772  2.107  -1.218
C  3.284  2.256  -1.044  0.606
C  3.702  3.696  -0.755  -1.289
O  2.975  1.960  -2.201  -0.555
H  0.597  -0.988  -1.707  0.050
H  1.254  -2.569  -1.274  0.110
H  2.406  -1.793  0.470  0.338
H  1.399  -0.326  0.392  -0.444
H  3.690  -0.175  -1.387  0.292
H  4.166  -0.477  0.276  0.506
H  4.901  2.090  1.050  0.418
H  4.005  0.853  1.853  0.619
H  3.810  3.577  2.382  0.280
H  2.785  2.320  3.029  0.327
H  2.308  3.209  1.562  0.406
H  4.588  3.785  -0.140  0.301
H  2.880  4.192  -0.248  0.281
H  3.839  4.189  -1.706  0.375
C  -3.998  -2.109  -4.806  -1.138
C  -3.746  -1.352  -3.520  -0.197
O  -4.031  -2.154  -2.364  -0.372
C  -3.077  -3.039  -2.065  0.813
O  -2.049  -3.197  -2.648  -0.543
O  -3.448  -3.687  -0.954  -0.356
C  -2.516  -4.694  -0.546  -0.724
H  -5.016  -2.504  -4.823  0.288
H  -3.862  -1.449  -5.663  0.364
H  -3.309  -2.946  -4.906  0.312
H  -4.416  -0.498  -3.443  0.332
H  -2.721  -0.985  -3.467  0.312
H  -1.508  -4.286  -0.478  0.309
H  -2.531  -5.527  -1.247  0.318
H  -2.845  -5.033  0.432  0.228
C  -0.978  2.522  4.306  -1.343
C  -0.110  2.118  3.132  0.314
O  -0.325  0.757  2.753  -0.324
C  -1.425  0.533  2.034  0.770
O  -2.222  1.367  1.689  -0.597
O  -1.473  -0.759  1.751  -0.379
C  -2.612  -1.167  0.990  -0.389
H  -0.831  1.834  5.140  0.293
H  -0.726  3.531  4.633  0.387
H  -2.033  2.501  4.035  0.361
H  0.943  2.172  3.401  -0.099
H  -0.271  2.769  2.273  0.333
H  -2.717  -0.566  0.090  0.291
H  -3.515  -1.096  1.596  0.340
H  -2.442  -2.198  0.715  -0.007

Forces on the atoms, in the same order (eV/Å):
0.0994 -0.0712 0.5265
-0.0369 0.0071 -0.8943
-0.7354 -0.5666 0.3362
1.4084 0.2381 -0.7850
-0.6013 0.1960 0.4191
0.7478 0.0345 -0.1475
-0.6873 -0.3548 -1.0263
-0.4725 -0.2874 0.0072
0.4788 0.2647 1.3584
-0.0987 0.0730 -0.2406
-0.1069 -0.1432 -0.1314
0.0239 -0.0222 0.3335
-0.0506 0.0668 0.3858
-0.0929 0.2779 -0.2651
0.2974 0.2167 0.1061
0.1937 0.0675 -0.1515
-0.0671 -0.3044 -0.0936
0.0008 0.2076 0.0935
-0.1116 -0.0433 0.0368
-0.2934 -0.0287 0.0199
0.2080 0.0352 0.1156
-0.0363 0.1644 0.1501
0.1370 0.0141 -0.2002
-0.0321 -0.1976 0.0443
0.0434 0.2663 -0.2609
-0.1352 -0.0011 0.0009
-0.0101 0.2908 0.3779
0.1995 -0.2489 -0.3995
-0.1669 -0.1956 0.0067
0.1142 -0.0608 0.1668
-0.0299 0.0767 -0.0235
-0.0041 0.0310 0.0064
0.0646 0.0450 0.0067
-0.0557 -0.0425 0.1087
0.0453 -0.1060 0.0387
0.0094 0.0197 -0.0859
0.0566 0.0192 -0.0519
-0.0840 0.0453 -0.0113
-0.1656 -0.1164 -0.0024
0.0962 0.2432 0.1820
0.0130 -0.0164 0.1346
0.2732 -0.1125 -0.1994
-0.2172 0.1566 0.0177
-0.1176 -0.1323 0.0723
-0.0259 0.0286 -0.0304
0.0726 0.0321 0.0253
0.0349 0.0080 0.0014
0.0008 0.0390 -0.0467
-0.2322 -0.1275 -0.0232
-0.0759 -0.0360 -0.0401
0.0113 0.0591 0.0200
-0.0233 0.0871 -0.0256
0.1364 -0.0959 0.0372